Density functional theory data (wB97M-V/def2-TZVPD) for 7 unconnected molecules or ions with the total composition C18H48BF4NO5 at a distorted geometry.

Values from the calculation:
- E_tot (eV) = -42716.1727
- lowest unoccupied orbital energy (eV) = 0.0
- relative energy (zero: lowest compared OMol25 entry of this formula, charge and spin) (kcal per mole) = 0.0

Cartesian coordinates (Å):
C 58.545 35.394 95.178
C 57.951 35.224 93.779
C 57.968 36.498 93.001
N 57.234 36.571 91.643
C 55.772 36.249 91.800
C 57.844 35.566 90.816
C 57.644 36.105 89.384
C 57.201 37.586 89.536
C 57.325 37.890 91.018
H 57.867 36.314 95.675
H 59.576 35.667 95.113
H 58.664 34.479 95.887
H 56.917 34.827 93.881
H 58.591 34.569 93.321
H 58.971 37.132 93.057
H 57.483 37.407 93.478
H 55.648 35.177 92.373
H 55.227 36.251 90.722
H 55.394 36.959 92.496
H 57.474 34.593 91.012
H 58.908 35.325 90.856
H 56.908 35.447 88.713
H 58.696 36.117 88.761
H 56.128 37.688 89.360
H 57.822 37.934 88.799
H 56.675 38.584 91.402
H 58.291 38.329 91.224
B 55.735 41.514 92.799
F 55.640 40.066 92.904
F 55.482 41.956 94.081
F 57.062 41.726 92.408
F 54.787 41.965 91.988
C 54.903 38.118 97.128
C 54.949 38.905 95.842
O 54.799 38.077 94.667
H 55.712 37.450 97.124
H 53.910 37.570 97.077
H 54.806 38.633 97.960
H 55.763 39.581 95.918
H 54.025 39.667 95.846
H 54.839 38.710 93.928
C 50.471 41.566 94.134
C 51.879 41.297 93.572
O 52.363 42.473 92.798
H 49.842 41.768 93.325
H 50.428 42.350 94.692
H 50.117 40.769 94.610
H 52.011 40.460 92.878
H 52.626 41.094 94.369
H 53.163 42.300 92.312
C 58.915 45.459 94.934
C 57.929 44.506 94.227
O 58.178 44.119 92.842
H 59.805 44.846 95.152
H 58.712 45.887 95.908
H 59.372 46.275 94.040
H 57.108 45.160 94.244
H 57.903 43.571 94.774
H 57.747 43.317 92.608
C 53.954 39.940 89.045
C 53.087 39.200 90.038
O 53.874 38.687 90.982
H 54.354 40.820 89.593
H 53.250 40.132 88.294
H 54.568 39.309 88.568
H 52.402 38.572 89.498
H 52.368 39.960 90.562
H 54.264 39.257 91.549
C 59.800 38.939 95.282
C 59.018 40.062 94.709
O 59.023 39.857 93.309
H 59.248 37.797 95.386
H 60.019 39.082 96.304
H 60.649 38.630 94.779
H 59.482 41.088 94.787
H 57.973 40.055 95.094
H 58.489 40.684 93.060

Cartesian forces (eV/Å) of the 6 atoms listed first:
-1.950 1.463 2.290
-1.617 0.429 1.457
0.026 5.387 1.323
0.847 -1.568 2.772
-1.030 -3.146 -0.611
1.200 -0.729 -3.457

***

Density functional theory data (wB97M-V/def2-TZVPD) for a molecular structure, C5H10O2.

Values from the calculation:
- E_tot (eV) = -9436.6017
- lowest unoccupied orbital energy (alpha / beta) (eV) = 0.6 / 0.6
- relative energy (zero: lowest compared OMol25 entry of this formula, charge and spin) (kcal per mole) = 148.5

Cartesian coordinates (Å):
C 1.527 1.409 -0.560
O 1.342 0.500 0.365
C 0.532 -0.513 0.274
C 0.158 -1.403 1.425
O -1.185 -1.471 0.909
C -0.913 -0.561 -0.180
C -1.741 0.709 -0.077
H 1.872 -0.226 -1.741
H 0.727 1.623 -1.259
H 2.286 2.136 -0.307
H 1.543 -0.872 -1.434
H 0.203 -0.944 2.423
H 0.629 -2.392 1.460
H -1.092 -1.056 -1.144
H -1.578 1.367 -0.937
H -2.800 0.435 -0.057
H -1.510 1.260 0.841

Cartesian forces (eV/Å) of the 6 atoms listed first:
-0.077 0.298 -0.137
0.015 -0.168 0.152
-0.060 0.030 0.049
0.279 -0.087 0.182
-0.161 -0.110 0.048
-0.090 0.163 -0.298

***

Density functional theory data (wB97M-V/def2-TZVPD) for a molecular structure, C2H3NOS2 at a distorted geometry.

Values from the calculation:
- E_tot (eV) = -27328.2456
- lowest unoccupied orbital energy (eV) = -0.2
- relative energy (zero: lowest compared OMol25 entry of this formula, charge and spin) (kcal per mole) = 58.4

Cartesian coordinates (Å):
C -1.367 0.368 0.295
C 0.781 -0.251 -0.816
N -1.413 -0.864 0.477
O -0.392 1.077 -0.250
S -0.185 -1.673 -0.318
S 2.223 0.011 0.263
H -2.155 1.002 0.815
H 1.079 0.064 -1.786
H 1.429 0.266 1.319

Cartesian forces (eV/Å) of the 6 atoms listed first:
-0.725 2.872 1.618
-0.753 2.244 3.439
-0.590 -1.298 -0.155
1.487 -2.631 -1.639
0.340 -0.462 -0.968
-0.525 0.413 -0.384

***

Density functional theory data (wB97M-V/def2-TZVPD) for 2 unconnected molecules or ions with the total composition C4H13NO2S at a distorted geometry.

Values from the calculation:
- SMILES = CN[C@H](CO)CS.O
- E_tot (eV) = -20778.3276
- lowest unoccupied orbital energy (eV) = 0.6
- relative energy (zero: lowest compared OMol25 entry of this formula, charge and spin) (kcal per mole) = 20.6

Cartesian coordinates (Å):
C -1.674 1.281 1.370
N -1.235 0.905 0.018
C 0.018 0.084 -0.092
C 1.223 0.907 0.342
S 2.814 0.031 0.501
C -0.148 -1.279 0.594
O -0.493 -2.312 -0.309
H -2.703 1.638 1.293
H -1.585 0.480 2.094
H -1.123 2.140 1.787
H -1.012 1.791 -0.430
H 0.007 -0.082 -1.175
H 1.086 1.322 1.344
H 1.362 1.787 -0.284
H 2.773 -0.690 -0.628
H 0.723 -1.536 1.202
H -0.952 -1.178 1.322
H 0.320 -2.585 -0.751
H -2.985 -0.190 -3.128
H -2.688 0.072 -1.605
O -2.723 0.481 -2.493

Cartesian forces (eV/Å) of the 6 atoms listed first:
0.183 0.850 -0.127
0.492 -0.171 0.625
-1.040 0.470 -0.218
0.494 0.106 0.313
0.030 -0.027 -0.031
-0.086 0.536 0.498

***

Question: relative energy (zero: lowest compared OMol25 entry of this formula, charge and spin) of number 1 (C18H48BF4NO5)?
Answer: 0.0 kcal per mole

***

Question: relative energy (zero: lowest compared OMol25 entry of this formula, charge and spin) of number 1 (C18H48BF4NO5)?
Answer: 0.0 kcal per mole

***

Question: Look up the E_tot of the third one.
Answer: -27328.2456 eV

***

Please write out number 1 again, unchanged.
Density functional theory data (wB97M-V/def2-TZVPD) for 7 unconnected molecules or ions with the total composition C18H48BF4NO5 at a distorted geometry.

Values from the calculation:
- E_tot (eV) = -42716.1727
- lowest unoccupied orbital energy (eV) = 0.0
- relative energy (zero: lowest compared OMol25 entry of this formula, charge and spin) (kcal per mole) = 0.0

Cartesian coordinates (Å):
C 58.545 35.394 95.178
C 57.951 35.224 93.779
C 57.968 36.498 93.001
N 57.234 36.571 91.643
C 55.772 36.249 91.800
C 57.844 35.566 90.816
C 57.644 36.105 89.384
C 57.201 37.586 89.536
C 57.325 37.890 91.018
H 57.867 36.314 95.675
H 59.576 35.667 95.113
H 58.664 34.479 95.887
H 56.917 34.827 93.881
H 58.591 34.569 93.321
H 58.971 37.132 93.057
H 57.483 37.407 93.478
H 55.648 35.177 92.373
H 55.227 36.251 90.722
H 55.394 36.959 92.496
H 57.474 34.593 91.012
H 58.908 35.325 90.856
H 56.908 35.447 88.713
H 58.696 36.117 88.761
H 56.128 37.688 89.360
H 57.822 37.934 88.799
H 56.675 38.584 91.402
H 58.291 38.329 91.224
B 55.735 41.514 92.799
F 55.640 40.066 92.904
F 55.482 41.956 94.081
F 57.062 41.726 92.408
F 54.787 41.965 91.988
C 54.903 38.118 97.128
C 54.949 38.905 95.842
O 54.799 38.077 94.667
H 55.712 37.450 97.124
H 53.910 37.570 97.077
H 54.806 38.633 97.960
H 55.763 39.581 95.918
H 54.025 39.667 95.846
H 54.839 38.710 93.928
C 50.471 41.566 94.134
C 51.879 41.297 93.572
O 52.363 42.473 92.798
H 49.842 41.768 93.325
H 50.428 42.350 94.692
H 50.117 40.769 94.610
H 52.011 40.460 92.878
H 52.626 41.094 94.369
H 53.163 42.300 92.312
C 58.915 45.459 94.934
C 57.929 44.506 94.227
O 58.178 44.119 92.842
H 59.805 44.846 95.152
H 58.712 45.887 95.908
H 59.372 46.275 94.040
H 57.108 45.160 94.244
H 57.903 43.571 94.774
H 57.747 43.317 92.608
C 53.954 39.940 89.045
C 53.087 39.200 90.038
O 53.874 38.687 90.982
H 54.354 40.820 89.593
H 53.250 40.132 88.294
H 54.568 39.309 88.568
H 52.402 38.572 89.498
H 52.368 39.960 90.562
H 54.264 39.257 91.549
C 59.800 38.939 95.282
C 59.018 40.062 94.709
O 59.023 39.857 93.309
H 59.248 37.797 95.386
H 60.019 39.082 96.304
H 60.649 38.630 94.779
H 59.482 41.088 94.787
H 57.973 40.055 95.094
H 58.489 40.684 93.060

Cartesian forces (eV/Å) of the 6 atoms listed first:
-1.950 1.463 2.290
-1.617 0.429 1.457
0.026 5.387 1.323
0.847 -1.568 2.772
-1.030 -3.146 -0.611
1.200 -0.729 -3.457